Entry from the OMol25 dataset: 2 unconnected molecules or ions with the total composition C24H29N3OS2 in a non-equilibrium geometry (the ωB97M-V functional and the def2-TZVPD basis).

XYZ file:
```
59
Properties=species:S:1:pos:R:3:mulliken_charge:R:1
C -4.2508 -2.8765 -4.1272 -0.69
C -2.7905 -2.7515 -3.7075 -0.23
N -2.1513 -1.6266 -4.4209 -0.09
C -0.7583 -1.5289 -4.1810 0.07
S 0.1499 -2.9190 -3.9548 -0.48
S 0.0201 -0.0463 -3.9604 -0.45
C -2.8894 -0.3593 -4.3008 -0.52
C -4.3345 -0.5804 -4.7286 -0.65
O -4.9511 -1.6345 -3.9732 -0.38
H -4.2862 -3.2315 -5.1756 0.34
H -4.7688 -3.5756 -3.4498 0.34
H -2.7666 -2.5905 -2.6091 -0.04
H -2.2507 -3.6786 -3.9561 0.48
H -2.8855 0.0073 -3.2547 0.22
H -2.4178 0.3939 -4.9518 0.47
H -4.9285 0.3162 -4.4885 0.33
H -4.3501 -0.8038 -5.8131 0.34
C -1.6560 -3.8849 4.6441 -0.96
N -1.8795 -3.2675 3.3604 0.05
C -2.8216 -3.8310 2.4088 -0.78
C -2.6639 -2.9447 1.1454 -0.57
C -1.5761 -1.9874 1.4973 1.05
C -1.1972 -2.2117 2.8456 0.73
C -0.2303 -1.3990 3.4641 -1.20
C 0.3238 -0.3552 2.7415 -0.99
C 0.1060 -0.2187 1.3296 0.32
C 0.7928 0.6744 0.4747 -0.11
C 1.8633 1.5589 0.7579 0.24
C 2.1213 2.6074 -0.1887 -0.97
C 3.0860 3.5560 0.0533 0.89
C 3.8477 3.5054 1.2483 0.57
N 4.7367 4.5326 1.2874 0.04
C 5.7148 4.7661 2.3199 -1.01
C 4.7156 5.3261 0.0711 -0.65
C 3.5586 4.7112 -0.7612 -0.73
C 3.6515 2.4731 2.1816 -0.96
C 2.7364 1.4748 1.8928 -1.02
C -0.9118 -1.0486 0.7417 -1.11
H -1.0730 -3.2157 5.2843 0.31
H -2.6142 -4.1063 5.1328 0.31
H -1.1089 -4.8365 4.5493 0.32
H -2.5817 -4.8834 2.1916 0.35
H -3.8474 -3.8006 2.8095 0.33
H -2.4042 -3.5496 0.2665 0.25
H -3.6141 -2.4355 0.9245 0.29
H 0.0406 -1.6015 4.4972 0.23
H 0.9377 0.3740 3.2600 0.88
H 0.4243 0.7055 -0.5511 0.45
H 1.5129 2.6586 -1.0937 0.50
H 5.3836 4.3086 3.2581 0.33
H 6.6976 4.3427 2.0592 0.32
H 5.8504 5.8450 2.4718 0.32
H 4.5505 6.3907 0.2956 0.34
H 5.6746 5.2452 -0.4662 0.31
H 3.9137 4.4047 -1.7550 0.30
H 2.7623 5.4521 -0.9097 0.28
H 4.2376 2.4802 3.0984 0.21
H 2.6929 0.5989 2.5329 0.88
H -1.1430 -0.9285 -0.3185 0.62
```

The calculation puts the frontier orbital gap at 2.951 eV. As for the multiplicity: 1. The value obtained for the HOMO energy is -0.1867 hartree. The largest force on an atom is 1.12 eV Å⁻¹.



Entry from the OMol25 dataset: a single C26H39N3O5 molecule (the ωB97M-V functional and the def2-TZVPD basis).

XYZ file:
```
73
Properties=species:S:1:pos:R:3:mulliken_charge:R:1
C -2.4863 -3.4063 -1.3022 -0.98
H -2.3793 -3.6258 -0.2345 0.37
O -3.1755 -2.2005 -1.5171 -0.43
C -2.6312 -1.0466 -1.0326 0.32
C -1.4463 -0.9582 -0.3263 0.09
C -1.0029 0.2732 0.1607 -0.23
C -1.7655 1.4080 -0.0596 -1.38
C -2.9450 1.3388 -0.7836 -0.55
C -3.3852 0.1236 -1.2792 1.14
O -4.5307 -0.0744 -1.9930 -0.50
C -5.4446 0.9920 -2.1143 -0.81
C -5.9698 1.5701 -0.7930 0.87
O -6.0150 2.7774 -0.6376 -0.68
N -6.3943 0.7057 0.1464 0.03
C -6.4234 -0.7397 0.0867 -0.79
H -6.0784 -1.1086 -0.8757 0.50
C -5.5359 -1.3012 1.2065 -0.35
H -5.6170 -2.3885 1.2468 0.33
O -5.9413 -0.8247 2.4674 -0.43
C -5.8858 0.5843 2.5160 -0.44
H -6.2146 0.8692 3.5161 0.35
C -6.7924 1.2056 1.4500 -0.77
H -6.7017 2.2920 1.4428 0.42
H -7.8331 0.9211 1.6389 0.30
H -4.8508 0.9250 2.3595 0.26
H -4.4890 -1.0189 1.0173 0.24
H -7.4569 -1.0673 0.2559 0.36
H -6.2830 0.5862 -2.6893 0.41
H -5.0097 1.8276 -2.6772 0.39
H -3.5164 2.2381 -0.9438 0.44
H -1.4265 2.3497 0.3421 0.45
C 0.2526 0.4128 0.9537 0.21
O 0.3707 1.2311 1.8474 -0.67
N 1.2542 -0.4141 0.5758 0.30
H 1.0937 -1.0599 -0.1784 0.25
C 2.5302 -0.4871 1.2491 -2.47
H 2.5696 -1.4351 1.7931 0.45
H 2.5547 0.3177 1.9859 0.36
C 3.7807 -0.3900 0.3407 1.98
N 4.1541 1.0191 0.1460 0.40
C 3.0967 1.9758 -0.1325 -0.05
H 2.2365 1.7939 0.5010 0.08
C 3.5942 3.3897 0.1714 -0.97
C 4.8158 3.7295 -0.6716 -0.69
C 5.8619 2.6419 -0.4670 -1.07
C 5.2466 1.2783 -0.7761 -0.75
H 6.0185 0.5149 -0.6836 0.54
H 4.8985 1.2850 -1.8261 0.35
H 6.7256 2.8085 -1.1141 0.40
H 6.1985 2.6476 0.5705 0.32
H 5.2154 4.7060 -0.3915 0.36
H 4.5345 3.7704 -1.7273 0.31
H 2.7868 4.0997 -0.0148 0.40
H 3.8581 3.4405 1.2285 0.30
H 2.7696 1.9245 -1.1884 0.21
C 3.5644 -1.1365 -0.9941 -1.67
C 3.3760 -2.6398 -0.8097 -0.64
C 4.6029 -3.2339 -0.1266 -0.80
C 4.8072 -2.5874 1.2392 -0.62
C 4.9315 -1.0682 1.1218 -1.12
H 4.9788 -0.6184 2.1146 0.32
H 5.8768 -0.8550 0.6258 0.36
H 3.9776 -2.8626 1.8935 0.34
H 5.7179 -2.9771 1.6994 0.44
H 4.4847 -4.3137 -0.0129 0.40
H 5.4825 -3.0574 -0.7498 0.35
H 2.4912 -2.8529 -0.2061 0.22
H 3.2315 -3.1089 -1.7866 0.45
H 4.4485 -0.9882 -1.6163 0.62
H 2.7179 -0.6981 -1.5285 0.53
H -0.8854 -1.8538 -0.1082 0.74
H -3.0964 -4.1787 -1.7674 0.26
H -1.4979 -3.3970 -1.7739 0.36
```

The calculation puts the frontier orbital gap at 8.667 eV. The SMILES is COc1cc(C(=O)NCC2(N3CCCCC3)CCCCC2)ccc1OCC(=O)N1CCOCC1. As for the multiplicity: 1. The calculation puts the energy relative to the best compared isomer or geometry (same formula, charge and spin) at 0.00 kJ/mol. The value obtained for the HOMO energy is -0.3024 hartree. The largest force on an atom is 0.48 eV Å⁻¹.



Entry from the OMol25 dataset: a molecular structure, C37H27BaCl2N5O6PSSe2 (the ωB97M-V functional and the def2-TZVPD basis).

XYZ file:
```
82
Properties=species:S:1:pos:R:3:mulliken_charge:R:1
Ba 0.8425 0.3878 -1.1567 1.72
C -2.5412 0.1073 1.7703 -1.09
C -1.4333 1.0805 1.9531 -0.78
N -0.3279 1.1315 1.2388 0.25
C 0.4022 2.1939 1.7180 1.41
C -0.2779 2.7803 2.7532 -0.34
N -1.4394 2.0630 2.8759 0.48
C -0.1015 3.9633 3.6312 0.55
O 1.0413 4.5914 3.5529 -0.61
O -1.0103 4.2846 4.3753 -0.68
C 1.7391 2.5820 1.1571 -0.05
O 2.2635 3.6177 1.6246 -0.91
O 2.2340 1.8494 0.2615 -0.70
H -2.4968 -0.2984 0.7601 0.03
H -3.5110 0.5852 1.9272 0.26
H -2.4256 -0.7357 2.4538 0.32
H -2.1404 2.2775 3.5673 0.35
H 1.6506 4.1107 2.8775 0.44
Cl 4.7167 0.3585 -8.1953 -0.26
C 3.7499 0.1382 -6.7570 0.21
C 3.3408 -1.1523 -6.4020 -0.60
C 2.5843 -1.3440 -5.2782 0.28
Cl 2.0721 -2.9487 -4.8558 -0.22
C 2.1842 -0.2727 -4.4153 -0.59
O 1.4989 -0.4753 -3.3681 -0.14
C 2.6076 1.0241 -4.8333 1.18
C 2.2287 2.2275 -4.1119 -0.49
O 1.5140 2.3236 -3.1288 -0.50
C 3.3860 1.2082 -5.9862 -0.90
H 3.6218 -1.9984 -7.0143 0.45
H 2.6459 3.1563 -4.5517 0.21
H 3.6936 2.2095 -6.2641 0.35
N -4.1902 1.6760 -1.7654 -0.20
C -4.5464 2.1938 -0.4963 0.57
C -5.7859 1.9141 0.0566 -0.77
C -6.1232 2.4238 1.3033 -0.63
C -5.2109 3.1896 2.0140 -0.74
C -3.9569 3.4439 1.4728 -0.79
C -3.6327 2.9683 0.2106 0.63
S -2.0765 3.3201 -0.5271 -0.23
N -1.8590 1.9534 -1.5052 -0.11
C -2.8588 1.3659 -2.0216 0.42
C -2.6249 0.2544 -2.9933 -0.05
C -3.4418 0.0756 -4.1010 -0.67
C -3.1484 -0.9700 -4.9644 -0.46
C -2.0716 -1.7922 -4.6848 -0.88
C -1.3103 -1.5309 -3.5524 -0.22
N -1.5814 -0.5243 -2.7281 0.34
H -4.8370 0.9805 -2.1060 0.28
H -6.4900 1.2985 -0.4920 0.38
H -7.0985 2.2104 1.7199 0.38
H -5.4658 3.5810 2.9895 0.42
H -3.2243 4.0185 2.0281 0.54
H -4.2572 0.7571 -4.3075 0.54
H -3.7525 -1.1307 -5.8480 0.42
H -1.8052 -2.6179 -5.3296 0.42
H -0.4479 -2.1365 -3.3039 0.38
Se -0.9848 -3.4141 2.5261 -0.51
P 0.9963 -2.9041 1.8949 0.76
Se 1.3472 -2.7251 -0.2379 -0.43
C 1.5625 -1.4048 2.7877 0.33
C 2.4195 -0.4785 2.2108 -0.15
C 2.8221 0.6491 2.9175 -0.94
C 2.3669 0.8558 4.2081 -0.38
C 1.5162 -0.0734 4.7975 -0.82
C 1.1164 -1.1959 4.0936 -0.69
C 2.1867 -4.1604 2.4973 0.57
C 1.7563 -5.4115 2.9155 -0.47
C 2.6782 -6.3640 3.3305 -0.58
C 4.0322 -6.0683 3.3367 -0.39
C 4.4669 -4.8150 2.9216 -0.66
C 3.5488 -3.8680 2.5007 -0.33
H 2.7659 -0.6371 1.1969 0.77
H 3.4574 1.3819 2.4377 0.50
H 2.6589 1.7476 4.7491 0.42
H 1.1509 0.0878 5.8046 0.38
H 0.4271 -1.9056 4.5339 0.38
H 0.6943 -5.6232 2.9208 0.27
H 2.3341 -7.3389 3.6537 0.36
H 4.7500 -6.8104 3.6646 0.36
H 5.5234 -4.5768 2.9240 0.38
H 3.8912 -2.8959 2.1668 0.26
```

The calculation puts the frontier orbital gap at 6.497 eV. As for the multiplicity: 1. The calculation puts the energy relative to the best compared isomer or geometry (same formula, charge and spin) at 89.60 kJ/mol. The value obtained for the HOMO energy is -0.1764 hartree. As for the total charge: -1. The largest force on an atom is 0.84 eV Å⁻¹.